# 1
C6H11N as an isolated structure. Source: OMol25; level of theory: ωB97M-V/def2-TZVPD.

XYZ file:
```
18
C6H11N (ωB97M-V/def2-TZVPD)
C -0.31389 -0.18554 -0.21028
C -0.17934 -0.49530 -1.68570
C -1.22919 1.98106 -0.51424
C 0.23770 0.97350 0.33385
C 0.98637 -1.37476 0.66896
C 0.69800 -1.94687 1.82707
N 1.00608 1.62424 1.01775
H -1.20901 -0.53148 0.29600
H 1.74285 1.10847 1.49429
H 1.89571 -1.63491 0.12808
H 0.71408 -0.03390 -2.10276
H -0.09899 -1.57338 -1.81553
H -1.05051 -0.13773 -2.23232
H -2.18296 1.51756 -0.75050
H -0.75483 2.40000 -1.39763
H -1.37464 2.71648 0.27128
H -0.19589 -1.68356 2.38923
H 1.30846 -2.72389 2.28245
```

The LUMO energy is 0.997 eV. Its total charge is 0. The energy above the lowest of the compared OMol25 structures with the same formula, charge and spin comes out at 481.6 kJ/mol. Its HOMO-LUMO gap is 0.3262 Ha.

# 2
C6H11N as an isolated structure. Source: OMol25; level of theory: ωB97M-V/def2-TZVPD.

XYZ file:
```
18
C6H11N (ωB97M-V/def2-TZVPD)
C 2.24492 0.46512 -0.10168
C 1.17741 -0.61650 -0.28209
C -0.30338 -0.18929 -0.28656
C -2.26619 -0.97295 1.38672
C -0.60171 0.96901 -1.24386
C -0.99332 -0.10135 1.04108
N -1.15147 0.35162 2.16062
H 2.22200 1.21095 -0.90554
H 3.23738 -0.00016 -0.12785
H 2.15350 0.99185 0.85502
H 1.31810 -1.39613 0.47841
H 1.33651 -1.09988 -1.25558
H -2.22413 -1.77918 2.11530
H -3.25558 -0.51660 1.36001
H -0.87076 -1.04740 -0.65028
H -1.64874 1.28673 -1.20284
H 0.03399 1.84469 -1.08541
H -0.40852 0.59946 -2.25545
```

The LUMO energy is 0.984 eV. Its total charge is 0. The energy above the lowest of the compared OMol25 structures with the same formula, charge and spin comes out at 293.8 kJ/mol. Its HOMO-LUMO gap is 0.3665 Ha.

# 3
A 2-piece molecular cluster, C6H11N overall. Source: OMol25; level of theory: ωB97M-V/def2-TZVPD.

XYZ file:
```
18
C6H11N (ωB97M-V/def2-TZVPD)
C 2.03153 -0.51049 0.07756
C 0.91785 0.42480 0.40739
C 0.73734 1.57782 -0.44785
C -1.07942 -0.96797 0.08117
C -2.37779 -0.53317 0.71557
C -0.86607 -0.52644 -1.20976
N -0.59814 -0.08030 -2.25292
H 2.26434 -1.26991 0.81610
H 2.99573 -0.06104 -0.15919
H 1.70026 -1.00831 -0.82184
H 0.58773 0.48244 1.41676
H 1.71335 1.92792 0.33272
H -0.07220 2.28452 -0.24505
H 0.99310 1.52122 -1.52264
H -0.87158 -2.03508 0.12291
H -3.23941 -1.12898 0.37615
H -2.25630 -0.67246 1.78450
H -2.59967 0.51949 0.51036
```

The LUMO energy is 0.470 eV. Its total charge is 0. The energy above the lowest of the compared OMol25 structures with the same formula, charge and spin comes out at 392.6 kJ/mol. Its HOMO-LUMO gap is 0.3039 Ha.

# 4
One molecule with the formula C6H11N. Source: OMol25; level of theory: ωB97M-V/def2-TZVPD.

XYZ file:
```
18
C6H11N (ωB97M-V/def2-TZVPD)
C 1.35247 -1.12356 -1.84860
C 0.40168 0.08316 -1.91407
N 0.12429 -1.05541 0.92849
C -0.17300 0.27454 0.53861
C 0.07616 0.81237 -0.65073
C -1.64857 0.74587 2.50284
C -0.79237 1.16202 1.57717
H 1.72422 -1.32519 -2.85603
H 0.78935 -1.96579 -1.46950
H 2.22267 -0.84223 -1.26157
H 0.78266 0.83670 -2.61705
H -0.47922 -0.18802 -2.49241
H 0.94153 -1.15281 1.51271
H -0.64303 -1.52035 1.39586
H -0.16774 1.85666 -0.75426
H -2.27671 1.45815 3.02708
H -1.72852 -0.25956 2.88683
H -0.50587 2.20345 1.49462
```

The LUMO energy is 0.999 eV. Its total charge is 0. The energy above the lowest of the compared OMol25 structures with the same formula, charge and spin comes out at 167.4 kJ/mol. Its SMILES is C=C/C(N)=C/CC. Its HOMO-LUMO gap is 0.3520 Ha.